1.
This record from OMol25 describes C14H14I2N2O2Pt as an isolated structure. The level of theory is ωB97M-V/def2-TZVPD.

CARTESIAN COORDINATES (ANGSTROEM)
Pt -1.282 -0.229 0.252
I 2.685 0.682 5.352
C 2.297 -0.236 3.595
C 2.197 -1.635 3.559
C 1.961 -2.255 2.364
I 1.767 -4.261 2.197
C 1.873 -1.440 1.091
O 1.922 -1.967 0.011
C 1.837 0.045 1.228
C 1.560 0.880 0.007
N 0.151 1.361 0.054
C -0.232 2.152 -1.142
C -0.892 1.279 -2.172
C -0.907 1.609 -3.511
C -1.608 0.808 -4.399
C -2.270 -0.310 -3.918
C -2.206 -0.596 -2.570
N -1.531 0.185 -1.709
C 2.110 0.593 2.420
H 2.305 -2.206 4.471
H 2.247 1.729 -0.019
H 1.697 0.291 -0.898
H 0.043 1.952 0.874
H -0.945 2.913 -0.820
H 0.630 2.667 -1.569
H -0.379 2.489 -3.852
H -1.634 1.053 -5.452
H -2.829 -0.962 -4.572
H -2.697 -1.459 -2.151
H 2.188 1.666 2.542
C -1.964 -1.360 2.027
O -0.888 -0.683 2.227
H -2.373 -1.370 0.239
H -2.928 -0.939 2.317
H -1.907 -2.445 1.926

## Properties
Gap between HOMO and LUMO (spin up / spin down): 6.07 / 6.07 eV
M: 691.164 Da
Electronic energy: -1515.92798 hartree
LUMO level (spin up / spin down): -9.58 / -9.58 eV
F_max: 0.27 eV/Å
Total charge: +2
Multiplicity: 1

2.
This record from OMol25 describes C14H14InN5O2S as an isolated structure. The level of theory is ωB97M-V/def2-TZVPD.

CARTESIAN COORDINATES (ANGSTROEM)
In 1.237 -1.794 -1.229
C -4.810 2.140 4.659
C -3.369 2.523 4.634
N -2.409 1.902 4.066
O -2.833 0.777 3.442
C -2.919 3.767 5.328
C -3.819 4.909 5.735
N -1.700 3.854 5.586
O -0.586 3.926 5.817
H -4.890 1.063 4.799
H -5.281 2.386 3.705
H -5.353 2.641 5.457
H -2.041 0.377 3.059
H -4.453 5.154 4.884
H -3.248 5.784 6.035
H -4.439 4.577 6.568
N 4.327 -4.358 -3.169
C 5.262 -3.382 -2.850
C 6.628 -3.287 -3.088
C 7.252 -2.150 -2.620
C 6.543 -1.146 -1.939
C 5.188 -1.248 -1.706
C 4.546 -2.392 -2.176
N 3.209 -2.780 -2.097
C 3.133 -3.949 -2.702
C 1.868 -4.662 -2.830
C 1.612 -5.867 -3.404
S -0.052 -6.222 -3.290
C -0.311 -4.746 -2.492
N 0.763 -4.027 -2.310
H 4.509 -5.211 -3.670
H 7.175 -4.059 -3.612
H 8.314 -2.027 -2.780
H 7.078 -0.273 -1.592
H 4.649 -0.471 -1.181
H 2.296 -6.554 -3.876
H -1.294 -4.440 -2.167

## Properties
Gap between HOMO and LUMO: 5.12 eV
M: 431.184 Da
Electronic energy: -1553.82148 hartree
LUMO level: -8.09 eV
F_max: 0.14 eV/Å
Total charge: +2
Multiplicity: 1

3.
This record from OMol25 describes C14H14MoN4O2S5 as an isolated structure. The level of theory is ωB97M-V/def2-TZVPD.

CARTESIAN COORDINATES (ANGSTROEM)
Mo 0.800 0.964 -0.811
O -0.295 2.523 -0.434
N -1.287 2.444 0.423
N -1.364 1.313 0.943
O -0.450 0.385 0.611
C -2.423 0.944 1.847
C -3.563 1.737 1.886
C -4.561 1.381 2.775
C -4.409 0.265 3.589
C -3.258 -0.510 3.524
C -2.242 -0.175 2.645
H -3.671 2.599 1.243
H -5.462 1.975 2.828
H -5.198 -0.005 4.279
H -3.149 -1.375 4.162
H -1.339 -0.763 2.589
C 1.163 -1.873 -3.049
C 0.372 -0.675 -3.424
N 0.201 0.461 -2.717
C -0.655 1.289 -3.458
C -0.971 0.655 -4.601
N -0.321 -0.564 -4.553
H 1.376 -1.892 -1.981
H 2.115 -1.890 -3.580
H 0.609 -2.778 -3.296
H -0.936 2.269 -3.114
H -1.586 0.947 -5.433
H -0.362 -1.277 -5.268
C 2.418 -0.568 3.218
S 3.598 0.552 2.417
C 3.812 -0.266 0.879
C 3.475 0.257 -0.334
S 2.809 1.868 -0.558
S 3.943 -0.653 -1.755
C 4.566 -2.059 -0.901
S 5.070 -3.393 -1.641
S 4.614 -1.795 0.839
H 2.291 -0.177 4.226
H 2.812 -1.580 3.285
H 1.461 -0.560 2.700

## Properties
Gap between HOMO and LUMO (spin up / spin down): 5.82 / 5.68 eV
M: 526.567 Da
Electronic energy: -2969.86124 hartree
LUMO level (spin up / spin down): -8.16 / -8.33 eV
F_max: 0.76 eV/Å
Total charge: +2
Multiplicity: 3

4.
This record from OMol25 describes C14H14N3O4RuS5Sb as an isolated structure. The level of theory is ωB97M-V/def2-TZVPD.

CARTESIAN COORDINATES (ANGSTROEM)
Ru 0.290 0.285 -0.021
S -4.807 0.099 0.906
Sb -2.868 1.321 0.752
S -1.627 0.537 -1.221
S -0.956 0.169 1.827
O 3.460 -1.153 -0.714
S 2.446 -1.415 0.297
O 2.701 -2.597 1.088
O 2.147 -0.197 1.126
O 1.070 -1.552 -0.430
C 0.759 -1.313 -3.098
C 1.451 0.015 -3.046
C 2.207 0.387 -4.190
C 2.857 1.575 -4.228
C 2.746 2.461 -3.132
C 3.358 3.736 -3.122
C 3.181 4.557 -2.043
C 2.399 4.145 -0.953
C 1.790 2.906 -0.924
S 0.850 2.434 0.459
C 1.974 2.033 -2.033
N 1.371 0.803 -2.001
H 0.409 -1.484 -4.120
H -0.074 -1.370 -2.411
H 1.480 -2.091 -2.833
H 2.248 -0.303 -5.024
H 3.447 1.868 -5.090
H 3.954 4.040 -3.974
H 3.646 5.535 -2.021
H 2.265 4.808 -0.107
C -3.254 -3.113 -0.693
C -2.085 -3.563 0.112
N -2.000 -3.550 1.416
C -0.706 -3.925 1.695
C -0.014 -4.180 0.552
N -0.917 -3.959 -0.460
H -3.090 -2.099 -1.064
H -4.136 -3.074 -0.058
H -3.434 -3.780 -1.543
H -0.340 -3.913 2.709
H 1.028 -4.360 0.374
H -0.688 -3.862 -1.433

## Properties
Gap between HOMO and LUMO (spin up / spin down): 5.79 / 5.84 eV
M: 671.448 Da
Electronic energy: -3333.42949 hartree
LUMO level (spin up / spin down): 4.31 / 4.37 eV
F_max: 0.55 eV/Å
Total charge: -2
Multiplicity: 1